(1)
Molecular formula: C16H30F5N2O2P2
Method: DFT, wB97M-V/def2-TZVPD

Last column: Mulliken charge in e.
Element x y z (Å)
C1 -1.77 4.36 -1.81  -1.09
P1 -0.44 3.06 -2.15  0.17
C2 0.00 2.93 -3.98  -1.04
C3 -1.00 1.37 -1.44  -0.26
C4 0.07 0.28 -1.92  -1.56
C5 0.42 -0.74 -0.72  0.13
C6 1.49 -0.20 0.33  1.15
C7 2.22 1.16 -0.06  -0.30
C8 3.18 1.75 1.08  -0.82
C9 2.45 1.95 2.50  -0.23
O1 2.81 0.81 3.35  -0.54
C10 -1.01 -1.14 -0.06  -0.82
C11 -0.97 -2.44 0.84  0.57
F1 0.35 -2.92 1.07  -0.19
F2 -1.45 -2.14 2.15  -0.28
C12 -1.81 -3.69 0.33  0.46
F3 -2.54 -3.53 -0.83  -0.22
F4 -2.62 -4.16 1.39  -0.23
F5 -0.92 -4.77 0.09  -0.25
C13 -1.51 0.18 0.74  -1.13
P2 -3.37 0.22 1.12  0.21
C14 -4.28 -1.28 0.44  -0.86
O2 -3.53 0.08 2.83  -0.48
N1 -1.19 1.47 0.03  0.23
H1 -1.62 5.21 -2.55  0.38
H2 -1.59 4.73 -0.74  0.32
H3 -2.82 3.93 -1.81  0.34
H4 0.18 3.98 -4.39  0.39
H5 1.00 2.38 -4.12  0.31
H6 -0.76 2.34 -4.58  0.34
H7 -2.00 1.14 -1.97  0.54
H8 -0.47 -0.37 -2.71  0.41
H9 0.97 0.71 -2.44  0.42
H10 0.81 -1.70 -1.21  0.78
H11 2.32 -1.00 0.38  -0.65
H12 1.10 -0.13 1.41  -0.49
H13 2.87 0.95 -0.98  0.28
H14 1.52 2.01 -0.37  -0.05
H15 4.17 1.19 1.17  0.36
H16 3.46 2.81 0.73  0.42
H17 2.70 2.94 2.98  0.32
H18 1.32 1.84 2.31  0.01
H19 2.01 0.23 3.41  0.32
H20 -1.72 -1.21 -0.96  0.78
H21 -0.98 0.24 1.75  0.61
H22 -4.07 -1.52 -0.65  0.26
H23 -4.14 -2.17 1.14  0.24
H24 -5.40 -1.03 0.49  0.41
H25 -2.64 0.33 3.19  0.36
H26 -2.00 2.11 0.19  0.56
H27 -0.39 1.92 0.53  0.53
C15 3.50 -4.57 0.85  -0.77
C16 3.78 -3.13 0.55  0.37
N2 3.99 -2.00 0.31  -0.51
H28 2.44 -4.71 1.04  0.18
H29 3.80 -5.19 0.00  0.30
H30 4.06 -4.88 1.73  0.30

* calculated total energy: -56308.81666 eV
* largest force on an atom: 3.5 eV/A
* Kohn-Sham gap: 8.626 eV
* 2S+1: 1
* net charge: +1



(2)
Molecular formula: C16H30FNO11S3
Method: DFT, wB97M-V/def2-TZVPD

Last column: Mulliken charge in e.
Element x y z (Å)
O1 -2.70 -2.04 4.33  -0.61
C1 -1.75 -1.37 3.82  0.53
O2 -0.81 -1.88 3.01  -0.27
C2 0.18 -0.93 2.86  -0.36
C3 -0.47 0.39 3.34  0.44
F1 -0.92 1.07 2.31  -0.27
O3 -1.51 -0.06 4.10  -0.34
H1 0.91 -1.11 3.65  0.37
H2 0.74 -0.84 1.93  0.26
H3 0.20 0.95 4.00  0.26
C4 -4.27 2.75 -5.43  -0.69
N1 -4.14 4.24 -5.50  0.89
O4 -4.19 4.88 -6.54  -0.54
O5 -3.94 4.82 -4.45  -0.50
H4 -3.54 2.26 -6.07  0.31
H5 -5.24 2.26 -5.41  0.31
H6 -3.91 2.48 -4.43  0.22
O6 0.39 1.75 -0.01  -0.62
S1 0.29 0.52 -0.78  1.17
O7 1.01 -0.72 -0.46  -0.64
C5 -1.53 0.20 -1.03  -0.40
C6 -1.78 0.50 -2.43  -0.71
C7 -0.74 1.43 -3.06  -0.73
C8 0.63 0.98 -2.56  -0.88
H7 -2.14 0.99 -0.60  0.25
H8 -1.69 -0.72 -0.46  0.30
H9 -1.59 -0.31 -3.14  0.26
H10 -2.84 0.61 -2.68  0.43
H11 -0.84 2.48 -2.77  0.32
H12 -0.83 1.47 -4.14  0.44
H13 1.48 1.66 -2.69  0.43
H14 0.89 0.10 -3.14  0.38
O8 0.58 -5.06 1.77  -0.58
S2 0.07 -5.60 0.53  1.01
O9 0.87 -6.53 -0.23  -0.65
C9 -1.71 -6.19 0.87  -0.79
C10 -2.59 -5.54 -0.18  -0.66
C11 -1.92 -4.07 -0.44  -0.38
C12 -0.43 -4.18 -0.69  -0.61
H15 -1.97 -5.67 1.80  0.38
H16 -1.82 -7.24 1.13  0.45
H17 -2.73 -6.14 -1.08  0.36
H18 -3.51 -5.34 0.38  0.31
H19 -1.97 -3.61 0.54  0.04
H20 -2.46 -3.40 -1.10  0.46
H21 0.37 -3.44 -0.65  0.32
H22 -0.24 -4.58 -1.69  0.34
O10 2.05 3.04 3.71  -0.64
S3 3.38 2.60 3.31  1.12
O11 4.06 1.52 3.99  -0.67
C13 3.45 2.26 1.53  -0.45
C14 4.82 2.84 1.16  -0.80
C15 5.02 4.26 1.81  -0.57
C16 4.70 3.96 3.28  -0.80
H23 2.68 2.80 0.98  0.30
H24 3.24 1.21 1.29  0.39
H25 5.71 2.25 1.36  0.37
H26 4.90 3.00 0.09  0.37
H27 4.27 4.98 1.51  0.31
H28 6.06 4.59 1.75  0.31
H29 4.32 4.87 3.74  0.38
H30 5.47 3.59 3.94  0.38

* calculated total energy: -76307.29238 eV
* largest force on an atom: 5.6 eV/A
* Kohn-Sham gap: 9.709 eV
* 2S+1: 1
* SMILES: O=C1OC[C@@H](F)O1.C[N+](=O)[O-].O=S1(=O)CCCC1.O=S1(=O)CCCC1.O=S1(=O)CCCC1



(3)
Molecular formula: C16H30I2MnN2O3PrS3
Method: DFT, wB97M-V/def2-TZVPD

Last column: Löwdin spin population.
Element x y z (Å)
I1 -0.66 -3.30 -1.47  0.41
I2 -0.57 -1.45 -4.04  -0.26
Mn1 -0.04 0.62 -2.63  3.29
Pr1 0.12 -0.96 0.64  2.11
S1 1.59 -0.29 -1.48  0.13
S2 -1.58 0.26 -1.03  0.11
C1 1.98 0.69 1.90  0.00
C2 3.36 -0.76 -2.06  0.02
C3 -3.44 0.19 -1.29  0.02
C4 3.57 -0.50 -3.54  0.00
C5 4.23 0.14 -1.18  0.00
C6 3.53 -2.24 -1.74  0.01
C7 -3.79 -0.02 -2.75  0.00
C8 -3.95 1.54 -0.76  0.00
C9 -3.96 -0.96 -0.44  0.00
C10 1.28 1.77 -3.14  0.02
C11 -0.85 2.26 -2.56  0.02
O1 2.76 1.43 2.31  0.00
O2 2.13 2.59 -3.20  0.05
O3 -1.13 3.35 -2.21  0.05
H1 3.39 0.54 -3.80  0.00
H2 2.90 -1.13 -4.14  0.00
H3 4.61 -0.75 -3.82  0.00
H4 4.10 1.19 -1.50  0.00
H5 5.28 -0.14 -1.28  0.00
H6 3.96 0.09 -0.12  0.00
H7 3.30 -2.47 -0.69  0.00
H8 4.57 -2.54 -1.94  0.00
H9 2.86 -2.84 -2.37  0.00
H10 -4.89 0.00 -2.83  0.00
H11 -3.40 -0.99 -3.10  0.00
H12 -3.37 0.77 -3.38  0.00
H13 -5.05 1.54 -0.82  0.00
H14 -3.56 2.38 -1.35  0.00
H15 -3.63 1.66 0.28  0.00
H16 -5.06 -0.96 -0.48  0.00
H17 -3.65 -0.85 0.62  0.00
H18 -3.58 -1.91 -0.81  0.00
C12 -0.83 -2.08 6.48  0.00
C13 -0.15 -1.47 5.27  0.00
N1 -1.18 -0.64 4.50  0.00
C14 -0.76 0.44 3.80  0.00
S3 -1.37 0.76 2.23  0.00
N2 0.12 1.29 4.39  0.00
C15 -0.08 1.67 5.81  0.00
C16 1.19 2.26 6.35  0.00
H19 -1.51 -1.37 6.96  0.00
H20 -0.07 -2.39 7.21  0.00
H21 -1.40 -2.96 6.17  0.00
H22 0.70 -0.82 5.54  0.00
H23 0.23 -2.26 4.59  0.00
H24 -1.74 -1.27 3.91  0.00
H25 0.38 2.08 3.80  0.00
H26 -0.92 2.38 5.90  0.00
H27 -0.34 0.76 6.35  0.00
H28 1.46 3.17 5.80  0.00
H29 0.99 2.54 7.38  0.00
H30 2.01 1.55 6.31  0.00

* ⟨S²⟩: 12.303
* calculated total energy: -120254.86771 eV
* largest force on an atom: 10.3 eV/A
* Kohn-Sham gap (spin up / spin down): 4.523 / 4.421 eV
* 2S+1: 7
* net charge: +4